Density functional theory data (ωB97M-V/def2-TZVPD) for a structure of composition C5H7N2.

The highest occupied orbital energy comes out at -0.554 hartree. For the frontier orbital gap, the calculation gives 9.54 eV. Its LUMO energy is -5.531 eV. The total charge is +1.

XYZ file:
```
14
Properties=species:S:1:pos:R:3:lowdin_charge:R:1
C -1.29788 1.06606 2.09489 0.393
C -0.85338 1.30602 0.89678 -0.274
C 0.24464 0.47607 -0.46653 -0.251
C 1.10809 -0.04198 -1.49967 0.039
C -0.49418 -1.35395 1.14961 0.003
N -0.31937 -0.04975 0.63320 -0.025
N -0.14688 1.75371 -0.21443 0.210
H 0.35125 -0.17781 -2.42620 0.169
H 1.48069 -1.08942 -1.31980 0.116
H 1.91484 0.69827 -1.78574 0.130
H -0.10982 -1.45073 2.06978 0.065
H -1.57466 -1.63105 1.22437 0.141
H 0.04278 -2.00375 0.51364 0.097
H -0.34612 2.49831 -0.86990 0.187
```

=====

Density functional theory data (ωB97M-V/def2-TZVPD) for a structure of composition C26H39HgNO7PS3.

The highest occupied orbital energy (alpha / beta) comes out at -0.239 / -0.280 hartree. For the frontier orbital gap (alpha / beta), the calculation gives 6.68 / 7.80 eV. The spin multiplicity is 2. Its expectation value of S² is 0.79. Its LUMO energy (alpha / beta) is 0.174 / 0.174 eV. The total charge is 0.

XYZ file:
```
78
Properties=species:S:1:pos:R:3:lowdin_spin:R:1
Hg -0.59104 0.10545 0.22779 0.002
C 0.08538 1.06528 3.72527 0.000
C -1.43641 1.10410 3.84519 0.000
S -2.37065 0.49057 2.41179 -0.001
C -3.51760 1.84013 2.08414 0.000
C -2.92559 3.18197 1.66278 0.000
S -1.71574 3.07443 0.31761 -0.001
C -0.37965 4.04801 1.04816 0.000
C 0.21752 3.54760 2.36348 0.000
S 0.82484 1.84600 2.28436 -0.001
H 0.52488 1.48862 4.62998 0.000
H 0.40491 0.02847 3.63028 0.000
H -1.70111 0.45582 4.68116 0.000
H -1.80452 2.10355 4.08143 0.000
H -4.14365 1.44097 1.28302 0.000
H -4.16271 1.98848 2.95217 0.000
H -3.73498 3.83982 1.34430 0.000
H -2.43704 3.66015 2.50963 0.000
H 0.39367 4.07240 0.28467 0.000
H -0.73710 5.07088 1.18315 0.000
H 1.05119 4.20582 2.61351 0.000
H -0.49469 3.61035 3.18535 0.000
O -1.82169 -2.04847 0.73691 0.002
C -1.03508 -2.33271 1.67713 0.000
O -0.27232 -1.48640 2.23261 0.002
C -0.98594 -3.75417 2.15741 0.000
C -1.97010 -4.64506 1.75271 0.000
C -1.95485 -5.98367 2.15579 0.000
C -0.91610 -6.36788 2.96575 0.000
O -0.65795 -7.61422 3.47351 0.000
C 0.47849 -7.46197 4.32454 0.000
O 0.97697 -6.13674 4.16577 0.000
C 0.06246 -5.48165 3.37439 0.000
C 0.06343 -4.16864 2.98996 0.000
H -2.75613 -4.27619 1.10933 0.000
H -2.71286 -6.68675 1.84015 0.000
H 1.24662 -8.17717 4.02870 0.000
H 0.17641 -7.61579 5.36467 0.000
H 0.82898 -3.46938 3.29318 0.000
C 0.10764 4.40833 -3.40921 0.000
O 1.40596 3.88616 -3.13055 0.000
P 1.60858 2.95317 -1.81218 0.001
O 2.42692 4.00019 -0.86182 0.000
C 3.47238 3.54301 -0.00062 0.000
O 2.88546 2.09552 -2.30365 -0.001
C 2.67403 1.15092 -3.35710 0.002
H 0.17988 5.49173 -3.49379 0.000
H -0.60435 4.16005 -2.61658 0.000
H -0.25519 3.99540 -4.35028 0.000
H 3.69093 4.35480 0.69038 0.000
H 4.36195 3.30244 -0.57956 0.000
H 3.16776 2.65991 0.56721 0.000
H 3.54722 0.50704 -3.39214 0.000
H 2.56256 1.67828 -4.30576 0.000
H 1.79168 0.53663 -3.16352 0.001
C -1.01604 0.38201 -5.31335 0.001
N -1.72967 0.18929 -4.06715 0.023
C -1.96171 1.42193 -3.34514 0.001
C -0.49696 -2.00896 -2.35949 0.506
C 0.78064 -1.68939 -1.87432 0.050
C 1.92155 -2.34542 -2.40700 0.115
C 3.18538 -2.10898 -1.91292 -0.009
C 3.37113 -1.20114 -0.87330 0.139
C 2.27098 -0.52506 -0.34646 -0.009
C 0.99799 -0.73342 -0.84668 0.120
H -1.54327 1.02055 -6.03897 0.000
H -0.81766 -0.58170 -5.78291 0.000
H -0.05176 0.85031 -5.10165 0.000
H -2.59951 -0.30068 -4.22568 0.000
H -1.00114 1.84116 -3.03797 0.000
H -2.53275 1.22323 -2.43611 0.000
H -2.49791 2.19042 -3.92543 0.001
H -0.61258 -2.72951 -3.15720 0.027
H -1.38678 -1.61819 -1.89275 0.022
H 1.77501 -3.07522 -3.19520 0.004
H 4.03372 -2.63902 -2.32846 -0.004
H 4.36000 -1.02309 -0.47001 0.009
H 2.42765 0.17528 0.46558 -0.004
```

=====

Density functional theory data (ωB97M-V/def2-TZVPD) for the ion CH5O3Si with charge +1.

The highest occupied orbital energy comes out at -0.574 hartree. For the frontier orbital gap, the calculation gives 9.52 eV. Its LUMO energy is -6.108 eV. The total charge is +1.

XYZ file:
```
10
Properties=species:S:1:pos:R:3:lowdin_charge:R:1
C 1.97961 -0.36381 -0.13799 -0.148
O -0.87445 0.13354 -0.01740 -0.241
O -2.36181 0.45634 0.17988 -0.045
O -3.22477 -0.58073 0.00927 0.083
Si 0.54678 0.88761 0.05243 0.978
H 2.90284 0.34872 -0.43210 0.111
H 1.96555 -1.02411 0.81858 0.096
H 1.72899 -0.96870 -0.92336 -0.008
H -3.00809 -1.26902 0.67306 0.145
H 0.34535 2.38017 -0.22237 0.031
```

=====

Density functional theory data (ωB97M-V/def2-TZVPD) for a structure of composition C4H7Br3NO.

The highest occupied orbital energy comes out at -0.500 hartree. For the frontier orbital gap, the calculation gives 8.57 eV. Its LUMO energy is -5.037 eV. The total charge is +1.

XYZ file:
```
16
Properties=species:S:1:pos:R:3:lowdin_charge:R:1
C -0.24161 0.37167 -0.38125 0.094
C 2.04494 0.38932 -0.85006 0.025
C 1.21034 -0.63738 1.21394 0.036
C -2.74089 -0.01708 -0.01294 -1.657
N 0.92288 0.05059 -0.01247 -0.133
O -1.47632 -0.22456 0.40770 -0.290
Br -3.81634 -0.35371 1.58908 0.719
Br -3.20610 -1.30823 -1.45270 0.656
Br -3.06497 1.83197 -0.65039 0.683
H -0.52302 0.92617 -1.26312 0.129
H 1.76616 1.07810 -1.64561 0.116
H 2.42714 -0.52734 -1.31291 0.131
H 2.84633 0.82690 -0.25682 0.122
H 2.17314 -1.13907 1.14371 0.118
H 0.42402 -1.35413 1.45115 0.118
H 1.25430 0.08679 2.03267 0.134
```

=====

Density functional theory data (ωB97M-V/def2-TZVPD) for a cluster of 13 separate species, C51H77N7O32 in total.

The highest occupied orbital energy comes out at -0.345 hartree. For the frontier orbital gap, the calculation gives 8.66 eV. Its LUMO energy is -0.731 eV. The total charge is 0.

XYZ file:
```
167
Properties=species:S:1:pos:R:3:lowdin_charge:R:1
C -4.12173 -2.38266 -5.95835 -0.064
C -3.11039 -2.43228 -4.84260 -0.202
O -2.12390 -1.38692 -4.80968 0.034
C -2.42765 -0.16080 -4.50723 -0.659
O -3.50039 0.11296 -3.99216 0.101
O -1.42277 0.61131 -4.81020 0.030
C -1.65316 2.01298 -4.69520 -0.023
H -4.91298 -1.62705 -5.79151 0.088
H -4.77580 -3.27541 -5.87721 0.086
H -3.69270 -2.28250 -6.91168 0.062
H -2.56739 -3.34536 -4.99075 0.112
H -3.65447 -2.43369 -3.87415 0.134
H -2.65426 2.17179 -4.26736 0.093
H -1.62089 2.54195 -5.66060 0.103
H -1.00234 2.53099 -3.99560 0.078
C -4.25614 5.91961 4.01832 -0.073
C -4.50575 4.52252 3.67791 -0.248
O -3.99898 4.30037 2.35647 0.056
C -4.39213 3.15680 1.80709 -0.572
O -5.00153 2.25272 2.42432 0.064
O -4.05798 3.12480 0.53354 0.025
C -4.38258 1.86562 -0.17661 0.028
H -3.26243 6.12832 4.43262 0.086
H -4.98765 6.19890 4.75654 0.077
H -4.40295 6.54633 3.14453 0.086
H -5.59226 4.30848 3.76212 0.141
H -4.06879 3.89332 4.38841 0.077
H -5.40653 1.96569 -0.51572 0.103
H -4.18253 1.06286 0.43958 0.031
H -3.72788 1.85820 -1.04103 0.097
C -8.64697 -5.58653 0.30449 -0.073
C -7.64493 -4.60012 -0.19904 -0.226
O -7.54207 -3.53940 0.76164 0.018
C -6.84533 -2.42781 0.48932 -0.600
O -6.17235 -2.37432 -0.52554 0.105
O -7.14496 -1.51614 1.38943 0.017
C -6.50153 -0.22729 1.21990 -0.012
H -9.66167 -5.23609 0.07481 0.079
H -8.57389 -5.65693 1.39838 0.088
H -8.50047 -6.55946 -0.16536 0.079
H -7.92920 -4.17636 -1.15272 0.124
H -6.69346 -5.13809 -0.31054 0.121
H -6.61679 0.30225 2.15946 0.089
H -6.93436 0.26890 0.37660 0.090
H -5.42124 -0.43832 1.04331 0.085
C -4.58374 -7.22769 -4.63429 -0.062
C -3.78116 -7.89766 -3.51639 -0.192
O -4.01943 -7.31730 -2.20551 0.050
C -3.27660 -6.25483 -1.92398 -0.610
O -2.35768 -5.82863 -2.49114 0.161
O -3.74016 -5.76599 -0.72584 -0.016
C -3.41684 -4.41816 -0.45262 -0.049
H -5.66583 -7.41020 -4.49800 0.082
H -4.31006 -7.72290 -5.59575 0.088
H -4.37892 -6.15520 -4.78097 0.071
H -2.75836 -7.86382 -3.78148 0.101
H -4.07915 -8.93498 -3.41687 0.122
H -3.96528 -4.19815 0.44630 0.090
H -3.72165 -3.70062 -1.21440 0.088
H -2.34081 -4.36697 -0.28734 0.084
C 5.02123 -0.70823 -0.20911 -0.049
C 5.14947 -0.06125 1.19005 -0.173
O 5.92664 -0.95652 2.00621 -0.011
C 6.53111 -0.41019 3.05820 -0.601
O 6.44267 0.70217 3.43723 0.143
O 7.32449 -1.33280 3.70582 -0.014
C 7.32482 -2.72561 3.24899 -0.027
H 4.43617 -1.65517 -0.31154 0.090
H 6.05957 -0.98884 -0.50203 0.089
H 4.66887 -0.08446 -1.00069 0.027
H 4.18209 0.12746 1.64220 0.101
H 5.74167 0.87779 1.10762 0.132
H 7.24546 -2.63406 2.16650 0.082
H 6.47884 -3.39610 3.58073 0.113
H 8.26629 -3.13143 3.49987 0.070
C 4.88973 4.39498 2.66826 -0.055
C 4.07877 4.41407 1.42973 -0.230
O 4.09620 5.76102 1.07290 0.002
C 3.29233 6.11939 0.08291 -0.640
O 2.56223 5.37925 -0.51986 0.137
O 3.46375 7.36742 -0.21680 0.015
C 4.02301 8.30658 0.77223 0.024
H 4.79472 3.41762 3.12375 0.056
H 4.45782 5.03629 3.41913 0.077
H 5.87966 4.77126 2.48860 0.090
H 3.00389 4.12857 1.57575 0.135
H 4.52862 3.77709 0.63185 0.140
H 5.07162 8.33217 0.55652 0.087
H 3.74426 7.93819 1.77173 0.104
H 3.55282 9.27095 0.53664 0.100
C -0.27387 -3.29481 -2.53061 0.068
N 0.48427 -3.32310 -1.23306 -0.392
O -0.10821 -2.92558 -0.26393 0.080
O 1.61630 -3.83134 -1.23474 0.034
H 0.50143 -3.24515 -3.25611 0.071
H -0.92709 -2.43478 -2.58084 0.068
H -0.79196 -4.23248 -2.52711 0.074
C -2.77399 -1.83261 3.79801 0.048
N -2.03569 -2.99524 4.39648 -0.460
O -1.64343 -2.83616 5.54051 0.038
O -1.81526 -3.93220 3.70346 0.093
H -2.01377 -1.11628 3.54717 0.069
H -3.42216 -1.40543 4.58884 0.111
H -3.34043 -2.16381 2.92209 0.081
C 2.86680 2.82539 5.02070 0.060
N 3.17906 1.64867 4.13558 -0.373
O 2.72823 1.65052 2.95755 0.013
O 3.81739 0.71941 4.61836 0.066
H 2.34849 3.60887 4.47249 0.100
H 3.82612 3.18448 5.31585 0.088
H 2.24249 2.49187 5.85166 0.096
C 1.13855 -0.42706 6.88393 -0.056
C 0.15530 0.29254 7.61853 -0.062
C -0.71149 1.13737 7.00527 -0.009
C -0.56443 1.22795 5.61281 -0.138
C 0.29146 0.46415 4.88133 -0.034
C 1.20215 -0.39657 5.51671 -0.065
N -1.48831 2.14148 4.84664 -0.327
O -2.34497 2.68504 5.45845 0.109
O -1.39437 2.05044 3.62935 0.060
H 1.86468 -1.10434 7.36868 0.122
H 0.09280 0.09405 8.68650 0.112
H -1.48507 1.68528 7.53278 0.123
H 0.32255 0.56431 3.80597 0.102
H 2.00306 -0.82460 4.93790 0.106
C 5.71808 -3.88551 -4.98125 -0.091
C 6.07626 -2.54043 -5.17010 -0.053
C 5.22035 -1.56064 -4.62813 0.007
C 4.11391 -1.95116 -3.90385 -0.171
C 3.75982 -3.28636 -3.72828 0.025
C 4.62072 -4.25411 -4.24373 -0.064
N 3.20191 -0.97005 -3.46590 -0.321
O 2.02230 -1.25398 -3.36423 0.097
O 3.65942 0.12668 -3.16623 0.057
H 6.33080 -4.64796 -5.53843 0.124
H 7.03160 -2.32966 -5.75068 0.130
H 5.51518 -0.55103 -4.76066 0.109
H 2.94898 -3.63360 -3.14034 0.082
H 4.34896 -5.29449 -4.09863 0.114
C 6.22461 4.20765 -2.35261 -0.067
C 5.77537 5.49859 -2.63455 -0.080
C 4.45066 5.72831 -2.88177 -0.004
C 3.56894 4.61689 -2.89967 -0.175
C 3.98752 3.31412 -2.69815 0.016
C 5.35090 3.10393 -2.35190 -0.035
N 2.22728 4.87247 -3.28340 -0.358
O 1.85891 6.01254 -3.42706 0.101
O 1.54375 3.88931 -3.54695 0.061
H 7.24926 4.13375 -2.05481 0.095
H 6.48372 6.32402 -2.62672 0.112
H 4.22299 6.76718 -3.04042 0.122
H 3.29164 2.52529 -2.69341 0.074
H 5.68175 2.09871 -2.17121 0.090
C 1.02550 1.85778 -0.57915 -0.022
C 0.55831 1.14386 -1.70280 -0.028
C -0.46082 0.20763 -1.52763 -0.001
C -0.98679 0.03961 -0.27808 -0.154
C -0.52008 0.77359 0.82343 -0.003
C 0.47745 1.71187 0.70813 -0.050
N -2.16728 -0.80851 -0.18532 -0.328
O -2.63507 -1.11390 0.91076 0.053
O -2.63478 -1.11040 -1.24945 0.078
H 1.81740 2.59097 -0.62289 0.088
H 0.93258 1.35166 -2.64272 0.067
H -0.74916 -0.48266 -2.28796 0.088
H -0.94139 0.48862 1.78535 0.091
H 0.70498 2.31052 1.60114 0.101
```